Record 1
Below is a 7-piece molecular cluster, C18H31F4NO16 overall in a non-equilibrium geometry, with properties calculated with ωB97M-V/def2-TZVPD.

Geometry as XYZ:
```
70
Properties=species:S:1:pos:R:3:forces:R:3:lowdin_charge:R:1
N -82.886 -15.639 16.128 -5.13 -8.42 -2.03 0.368
H -83.581 -15.505 16.778 -2.34 1.79 1.89 0.113
H -83.361 -15.946 15.207 1.48 0.93 0.63 0.159
H -82.606 -16.579 16.490 0.83 0.40 -0.85 0.172
H -82.182 -15.076 16.148 5.41 4.75 -0.41 0.063
O -82.120 -17.587 13.857 -0.45 0.89 1.00 -0.453
H -81.811 -18.141 13.144 -0.10 -0.32 -0.03 -0.166
C -78.405 -20.843 13.913 -0.26 2.29 3.84 0.012
C -79.936 -20.486 14.269 2.49 1.75 3.62 -0.280
O -80.255 -21.510 15.229 -2.18 0.76 -1.33 0.136
C -79.243 -22.274 15.467 0.87 -6.09 4.44 -0.593
O -79.244 -23.244 16.298 -0.28 4.06 -3.26 0.066
O -78.186 -21.977 14.769 1.48 0.68 -0.63 0.077
F -80.704 -20.441 13.199 -0.66 -0.39 -0.43 0.104
H -77.588 -20.001 14.161 -2.11 -1.91 -0.78 0.179
H -78.379 -21.245 12.982 0.36 -0.44 -3.12 0.094
H -80.101 -19.604 15.015 0.30 -0.61 -2.42 0.187
C -78.942 -15.539 13.053 -0.96 -0.93 -5.41 -0.081
C -79.165 -16.979 12.474 -1.60 0.23 1.10 -0.392
O -78.058 -17.674 12.859 1.48 -0.11 1.50 0.110
C -77.232 -16.834 13.636 0.25 -2.69 -0.53 -0.512
O -76.292 -17.258 14.232 -0.46 0.67 -0.36 0.179
O -77.714 -15.623 13.582 3.03 1.83 1.61 0.110
F -79.156 -16.853 11.175 -0.10 -0.21 -3.61 0.088
H -79.629 -15.615 13.777 -2.95 1.58 2.88 0.078
H -79.028 -14.780 12.126 0.02 -1.48 2.68 0.204
H -80.119 -17.538 12.756 1.26 1.09 0.11 0.141
C -82.937 -19.362 10.787 -0.46 1.18 -5.84 -0.126
C -83.383 -17.941 10.820 -3.77 -2.01 -0.13 -0.269
O -84.866 -18.107 10.445 1.75 0.52 -0.37 0.118
C -85.147 -19.391 10.496 -4.16 -3.03 -2.31 -0.489
O -86.287 -19.867 10.203 4.94 1.73 1.75 0.075
O -84.010 -20.184 10.712 -4.09 -0.32 1.51 0.078
F -82.652 -17.241 9.995 0.05 1.52 -0.54 0.141
H -82.352 -19.337 11.578 3.18 -1.81 3.74 0.065
H -82.537 -19.570 9.757 1.27 0.77 1.27 0.182
H -83.605 -17.608 11.801 1.22 1.43 0.97 0.126
C -86.167 -19.582 15.584 -2.43 -2.89 3.62 -0.087
C -85.654 -18.542 14.746 -0.26 1.74 -1.25 -0.262
O -86.327 -17.352 15.249 2.07 0.65 -3.06 0.133
C -87.169 -17.583 16.202 -0.36 -0.54 4.11 -0.516
O -87.750 -16.717 16.839 0.74 -2.45 -1.65 0.136
O -86.964 -18.939 16.568 -2.42 3.39 0.78 0.018
F -86.065 -18.743 13.439 0.83 0.42 1.01 0.082
H -85.580 -20.136 16.381 0.46 -0.12 -2.37 0.179
H -86.954 -20.140 15.066 1.03 -0.81 -0.42 0.157
H -84.592 -18.434 14.866 0.66 0.58 -0.94 0.137
C -86.012 -12.773 4.340 5.02 -0.44 -0.38 -0.165
O -85.803 -13.281 5.598 -1.19 0.30 3.33 -0.188
C -86.756 -12.758 6.663 -0.87 -2.46 -2.84 -0.077
C -86.783 -13.777 7.773 -7.02 -0.23 -3.57 -0.379
O -85.715 -13.832 8.397 8.74 2.10 2.81 -0.111
C -85.701 -14.616 9.502 0.37 -1.37 0.92 -0.100
C -84.255 -14.477 10.267 -4.98 -1.73 -0.36 -0.124
O -84.430 -14.938 11.548 -3.05 -2.91 0.00 -0.196
C -83.456 -14.704 12.435 2.94 1.57 -0.32 -0.159
H -86.012 -11.727 4.325 0.44 2.05 0.09 0.059
H -86.875 -12.998 3.856 -2.78 -1.67 -1.38 0.041
H -85.032 -13.144 3.778 -2.34 0.83 0.56 0.142
H -87.738 -12.734 6.082 0.93 0.36 1.31 0.147
H -86.478 -11.862 7.136 0.66 1.74 -0.24 0.105
H -86.970 -14.711 7.322 -0.64 -1.78 -1.19 0.119
H -87.643 -13.729 8.488 -0.27 0.94 -0.44 0.142
H -85.889 -15.678 9.100 0.48 0.90 1.23 0.154
H -86.649 -14.289 10.021 1.16 -0.63 0.84 0.136
H -83.892 -13.547 10.388 0.96 3.78 -0.69 0.089
H -83.604 -15.104 9.799 2.04 -1.45 -1.82 0.080
H -82.483 -14.478 11.879 -0.72 -0.14 0.69 0.114
H -83.174 -15.557 13.065 -0.51 0.03 0.17 0.039
H -83.783 -13.768 12.881 0.69 0.20 1.30 0.093
```
Positions in Å, forces in eV/Å.

Computed properties:
HOMO energy in eV: -8.97
F_max in hartree/bohr: 0.1957
HOMO-LUMO gap in eV: 7.5
ΔE to the lowest compared entry with this formula, charge and spin in eV: 3.947

***

Record 2
Below is a 2-piece molecular cluster, C5H14N overall in a non-equilibrium geometry, with properties calculated with ωB97M-V/def2-TZVPD.

Geometry as XYZ:
```
20
Properties=species:S:1:pos:R:3:forces:R:3:lowdin_charge:R:1
C -0.690 -1.229 1.516 0.34 1.10 0.48 -0.048
C -0.067 -1.609 0.214 0.37 -0.33 -0.13 -0.343
C 0.958 -1.131 -0.480 0.23 0.85 -0.17 0.100
N -0.698 -2.906 -0.276 -0.91 -0.75 -0.21 0.203
H -0.107 -0.413 2.049 -0.86 -0.95 -0.86 0.125
H -1.746 -0.949 1.388 0.26 0.14 0.16 0.096
H -0.665 -2.111 2.174 0.06 0.19 -0.08 0.097
H 1.551 -1.701 -1.212 -0.85 0.21 -0.01 0.097
H 1.259 -0.057 -0.396 -0.02 -1.36 0.64 0.077
H -1.635 -3.088 0.203 1.50 0.34 -0.72 0.196
H -0.109 -3.737 -0.123 -0.12 0.24 0.18 0.177
H -0.874 -2.875 -1.301 0.08 0.13 0.77 0.182
C -0.047 2.141 -0.757 -0.55 -0.50 1.37 -0.191
C 0.777 3.326 -0.208 0.00 -0.31 0.03 -0.162
H -0.417 1.464 0.115 0.83 0.97 -1.37 0.070
H 0.558 1.544 -1.458 -0.49 0.22 0.08 0.047
H -0.980 2.480 -1.223 0.35 -0.09 -0.18 0.065
H 1.794 2.958 0.068 -0.74 0.52 0.06 0.071
H 0.891 4.132 -0.954 0.00 -0.46 0.25 0.071
H 0.248 3.760 0.660 0.53 -0.16 -0.29 0.070
```
Positions in Å, forces in eV/Å.

Computed properties:
Charge: +1
HOMO energy in eV: -14.46
F_max in hartree/bohr: 0.0363
HOMO-LUMO gap in eV: 10.6
ΔE to the lowest compared entry with this formula, charge and spin in eV: 1.676

***

Record 3
Below is one molecule with the formula C8H6N2O in a non-equilibrium geometry, with properties calculated with ωB97M-V/def2-TZVPD.

Geometry as XYZ:
```
17
Properties=species:S:1:pos:R:3:forces:R:3:lowdin_charge:R:1
C 1.185 -1.961 1.113 1.98 -1.20 3.58 -0.103
C 1.253 -2.707 -0.063 0.09 0.19 -0.68 -0.081
C 0.781 -2.091 -1.258 0.78 -5.98 -1.89 -0.219
C 0.071 -0.265 -0.156 1.49 -1.30 -0.60 -0.126
C 0.608 -0.714 1.111 -1.63 1.77 -4.05 -0.024
C -0.502 1.100 -0.293 -0.25 -3.41 1.94 -0.435
C -1.067 3.088 -0.692 -0.23 -0.54 -0.07 -0.107
C -1.841 2.720 0.339 -1.08 -1.31 4.20 -0.047
H 1.684 -2.244 2.240 -1.40 0.17 -3.60 0.174
H 1.658 -3.722 -0.215 -0.09 0.73 0.73 0.101
H 0.766 -2.857 -2.319 0.31 2.53 3.15 0.175
H 0.566 0.099 1.807 0.20 -0.51 1.14 0.108
H -1.048 4.066 -1.109 0.20 0.27 -0.64 0.093
H -2.646 3.105 1.324 2.83 -0.96 -3.93 0.214
N 0.190 -0.983 -1.342 -1.49 3.91 1.73 0.106
N -0.267 1.983 -1.117 0.50 4.09 -2.36 0.163
O -1.390 1.382 0.631 -2.20 1.56 1.34 0.009
```
Positions in Å, forces in eV/Å.

Computed properties:
HOMO energy in eV: -9.23
SMILES string: c1ccc(-c2ncco2)nc1
F_max in hartree/bohr: 0.1230
HOMO-LUMO gap in eV: 9.6
ΔE to the lowest compared entry with this formula, charge and spin in eV: 3.727

***

Record 4
Below is C4H13N3O2 as an isolated structure in a non-equilibrium geometry, with properties calculated with ωB97M-V/def2-TZVPD.

Geometry as XYZ:
```
22
Properties=species:S:1:pos:R:3:forces:R:3:lowdin_charge:R:1
C -1.991 -0.778 0.473 -0.25 -1.31 1.30 -0.214
C -2.670 -1.351 -0.720 0.32 0.14 -0.24 -0.060
C -0.072 0.960 -0.733 2.53 -0.23 1.49 -0.008
N -1.224 -1.438 1.268 0.91 1.18 -0.76 0.122
H -2.272 0.204 0.842 0.02 0.14 -0.22 0.133
H -0.323 -0.657 1.788 0.53 1.73 -0.21 0.118
H -0.777 -2.267 0.890 -0.51 -0.38 -0.10 0.104
H -2.099 -2.180 -1.140 -0.03 -0.06 0.11 0.088
H -2.768 -0.589 -1.490 -0.18 0.03 -0.02 0.077
H -3.665 -1.708 -0.442 0.05 0.10 0.00 0.091
H -0.621 0.178 -1.251 -0.24 -0.20 0.49 0.018
H -0.647 1.854 -0.497 -0.10 -0.14 0.06 0.056
H 0.710 1.198 -1.451 -0.07 0.42 -0.25 0.025
C 1.026 0.521 0.656 -2.04 0.35 -3.12 -0.726
N 2.758 1.773 -0.409 -0.25 -0.19 0.23 0.021
N 1.630 -0.697 0.193 0.14 -0.31 0.09 0.084
O 1.914 1.640 0.745 0.37 0.23 -0.03 -0.141
O 0.439 0.404 1.816 -1.15 -1.52 1.00 -0.099
H 3.700 1.833 -0.026 -0.20 0.04 0.00 0.084
H 2.533 2.687 -0.798 0.03 -0.10 0.15 0.083
H 2.183 -0.524 -0.637 0.05 0.02 -0.01 0.061
H 2.234 -1.062 0.924 0.09 0.07 0.02 0.085
```
Positions in Å, forces in eV/Å.

Computed properties:
HOMO energy in eV: -8.23
F_max in hartree/bohr: 0.0729
HOMO-LUMO gap in eV: 8.8
ΔE to the lowest compared entry with this formula, charge and spin in eV: 4.124

***

Record 5
Below is a 2-piece molecular cluster, C4H3N3O2 overall in a non-equilibrium geometry, with properties calculated with ωB97M-V/def2-TZVPD.

Geometry as XYZ:
```
12
Properties=species:S:1:pos:R:3:forces:R:3:lowdin_charge:R:1
C 1.554 -0.788 0.391 0.98 0.28 0.02 -0.146
C 1.153 -3.132 0.127 0.44 -0.05 -0.04 -0.157
C 0.681 2.438 0.892 2.01 5.02 -3.88 0.069
C 0.556 -1.822 0.124 -1.73 0.47 -0.34 -0.363
N 2.449 -0.140 0.713 -0.54 -0.06 -0.27 0.198
N 1.617 -4.156 -0.046 0.42 -1.04 0.07 0.197
N -0.095 1.718 1.386 1.22 -4.31 3.85 -0.195
O -1.043 1.119 1.744 -4.55 -1.24 0.29 0.100
O -0.288 -1.733 -0.996 -1.67 -0.12 2.04 0.035
H 1.442 3.045 0.555 1.29 0.53 -0.26 0.023
H -0.205 -1.748 0.904 0.37 -0.11 0.52 0.161
H 0.014 -1.494 -1.831 1.77 0.63 -2.00 0.078
```
Positions in Å, forces in eV/Å.

Computed properties:
HOMO energy (spin up / spin down) in eV: -5.64 / -10.69
F_max in hartree/bohr: 0.1295
Spin multiplicity: 3
HOMO-LUMO gap (spin up / spin down) in eV: 5.8 / 8.0
ΔE to the lowest compared entry with this formula, charge and spin in eV: 0.000
⟨S²⟩: 2.0058

***

Record 6
Below is C5H7N3O as an isolated structure in a non-equilibrium geometry, with properties calculated with ωB97M-V/def2-TZVPD.

Geometry as XYZ:
```
16
Properties=species:S:1:pos:R:3:forces:R:3:lowdin_charge:R:1
C -0.905 -1.142 0.785 -0.81 -0.71 1.75 -0.434
C 1.290 -1.136 -0.427 0.30 -5.29 4.36 -0.144
C 0.977 0.170 -0.044 -0.56 -1.36 0.94 -0.350
C -0.127 0.106 0.901 -1.54 0.41 -3.35 -0.119
C -0.053 2.127 -0.642 3.13 1.77 -2.15 -0.143
H -2.913 -0.738 1.386 3.02 -1.02 0.13 0.095
H -0.360 -2.886 -1.073 1.00 2.08 3.95 0.284
H 1.424 -1.241 -1.458 0.23 -0.98 -1.37 0.095
H 1.975 -1.696 0.368 0.47 2.00 -2.67 0.170
H 1.740 0.777 0.142 3.06 2.78 0.72 0.121
H -0.136 0.763 1.640 -0.50 2.58 3.55 0.101
H -0.781 2.713 0.359 2.27 -0.93 -3.62 0.217
N -2.081 -1.436 1.271 0.56 0.42 -2.13 0.099
N 0.175 -1.990 0.308 -3.58 -2.65 -5.36 0.043
N -0.220 0.713 -0.476 -0.72 3.06 -1.00 0.039
O 0.855 2.568 -1.566 -6.34 -2.17 6.24 -0.072
```
Positions in Å, forces in eV/Å.

Computed properties:
HOMO energy in eV: -9.25
F_max in hartree/bohr: 0.1781
HOMO-LUMO gap in eV: 8.4
ΔE to the lowest compared entry with this formula, charge and spin in eV: 9.649